DFT (the ωB97M-V functional and the def2-TZVPD basis) results for C5H7NS2 as an isolated structure.

XYZ file:
```
15
Properties=species:S:1:pos:R:3:forces:R:3
C 1.1035 -0.4412 0.0526 0.198 0.737 -0.297
C 0.1472 0.2726 1.0745 0.952 0.563 0.655
C 0.2078 0.2210 -1.0691 -0.193 0.162 1.176
C -1.1381 -0.4877 -0.7644 -0.021 -0.639 -0.154
C -1.1450 -0.4925 0.7158 -0.687 -1.022 1.242
H 2.8301 1.2688 -0.1759 -0.229 0.073 0.020
H 1.0512 -1.5359 0.1165 0.022 0.171 -0.162
H 0.4589 0.4892 2.1440 -0.538 -0.656 -1.349
H 0.5296 0.3230 -2.0897 0.170 -0.058 -0.267
H -1.4740 -1.3424 -1.3582 0.433 0.317 0.079
H -1.9467 1.1592 0.0286 -0.663 0.002 -0.238
H -1.4907 -1.3371 1.3597 0.673 0.718 -0.617
N -2.2029 0.1637 -0.0192 0.437 1.112 0.013
S 2.8917 -0.0538 -0.0012 -0.279 -0.493 0.181
S 0.1774 1.7931 -0.0139 -0.275 -0.988 -0.283
```
Forces are in eV/Å.

E_tot in Eh: -1045.7615
HOMO energy in eV: -9.3
Energy relative to the best compared isomer or geometry (same formula, charge and spin) in kJ/mol: 216.8
LUMO in Eh: 0.0238

These are the natural (NBO) partial charges, in e, on atoms 1 to 8: number 1, C, carries -0.34; number 2, C, carries -0.32; number 3, C, carries -0.29; number 4, C, carries -0.13; number 5, C, carries -0.13; number 6, H, carries 0.14; number 7, H, carries 0.23; number 8, H, carries 0.25

***

DFT (the ωB97M-V functional and the def2-TZVPD basis) results for one molecule with the formula C5H7NS3.

XYZ file:
```
16
Properties=species:S:1:pos:R:3:forces:R:3
C -2.5323 0.4547 0.9192 0.795 -0.510 -0.440
C -1.6052 1.3345 1.7155 -0.198 0.484 -0.103
S 0.1926 1.1788 1.4805 0.865 -0.293 -0.680
C 0.6727 -0.6593 1.6956 0.390 1.119 -0.504
S -0.5497 -1.6993 0.9184 0.406 -0.605 -0.376
C -2.1878 -1.0087 1.1209 -0.822 -0.481 -0.116
H -3.5607 0.5822 1.2932 0.281 0.137 -0.342
H -2.4645 0.7033 -0.1585 -0.134 -0.047 0.561
H -1.8047 2.3537 1.3820 0.385 0.205 0.131
H -1.8691 1.3210 2.7610 0.082 -0.231 0.491
H 0.8746 -0.6589 2.7501 -0.413 -0.845 0.587
H -2.5714 -1.3749 2.0672 -0.208 0.069 0.181
H -2.6900 -1.5561 0.3165 -0.130 -0.217 0.291
N 1.9346 -1.0665 1.0484 1.635 -0.627 0.603
C 2.9699 -1.6647 1.3273 -2.049 1.570 0.277
S 4.3511 -2.3281 1.7503 -0.884 0.271 -0.560
```
Forces are in eV/Å.

SMILES: S=C=NC1SCCCS1
E_tot in Eh: -1443.9914
HOMO energy in eV: -8.8
Energy relative to the best compared isomer or geometry (same formula, charge and spin) in kJ/mol: 54.0
LUMO in Eh: 0.0186

These are the natural (NBO) partial charges, in e, on atoms 1 to 8: number 1, C, carries -0.42; number 2, C, carries -0.53; number 3, S, carries 0.17; number 4, C, carries -0.29; number 5, S, carries 0.27; number 6, C, carries -0.55; number 7, H, carries 0.22; number 8, H, carries 0.22

***

DFT (the ωB97M-V functional and the def2-TZVPD basis) results for a 2-piece molecular cluster, C5H7O3S overall.

XYZ file:
```
16
Properties=species:S:1:pos:R:3:forces:R:3
C -3.7587 0.2334 0.4581 -3.564 -0.742 -0.207
C 0.8379 -0.2729 0.2005 0.568 -2.747 1.608
C -0.2841 0.3800 0.1064 -1.992 0.162 -0.822
C -2.5451 0.5711 0.7438 3.024 1.900 1.559
C 2.1665 0.3007 -0.0024 2.127 0.929 0.973
O 0.5386 1.2793 4.3987 -0.337 -0.103 -0.412
O 1.2927 2.1759 2.2444 -2.055 -1.414 1.353
O -1.4364 -0.2806 0.2786 -1.648 0.007 -0.219
S 0.2964 1.3460 2.9725 2.265 1.638 -0.863
H -4.7055 0.6873 0.8720 1.512 0.341 -0.127
H -4.1146 -0.5587 -0.1619 0.304 -1.259 -0.779
H 0.6685 -1.3423 0.6320 0.739 1.762 -0.962
H -0.4065 1.3880 -0.2645 0.252 0.378 0.261
H 2.7169 -0.2133 -0.8015 -0.212 0.596 -0.480
H 2.1220 1.4486 -0.0774 0.182 -1.828 -0.325
H 2.8987 0.0903 0.8540 -1.165 0.382 -0.559
```
Forces are in eV/Å.

E_tot in Eh: -818.5077
HOMO energy (spin up / spin down) in eV: -2.4 / -2.4
Charge: -1
Energy relative to the best compared isomer or geometry (same formula, charge and spin) in kJ/mol: 461.4
LUMO (spin up / spin down) in Eh: 0.0868 / 0.0868

These are the natural (NBO) partial charges, in e, on atoms 1 to 8: number 1, C, carries -0.69; number 2, C, carries -0.35; number 3, C, carries 0.17; number 4, C, carries -0.14; number 5, C, carries -0.63; number 6, O, carries -0.87; number 7, O, carries -0.86; number 8, O, carries -0.60

***

DFT (the ωB97M-V functional and the def2-TZVPD basis) results for one molecule with the formula C5H7OP.

XYZ file:
```
14
Properties=species:S:1:pos:R:3:forces:R:3
C -1.0184 -1.0485 0.8297 0.486 0.464 0.957
C -1.5057 -1.0717 -0.5139 -1.344 -1.159 -3.796
C 0.3074 -1.1808 1.1151 -1.355 -0.623 0.778
C -0.7912 -1.3060 -1.6192 2.914 1.088 2.927
C 1.7132 1.2380 -0.2056 4.379 0.732 -2.271
O 2.4238 -0.0182 -0.0756 -1.195 -0.048 -0.663
P 1.5845 -1.4280 -0.1998 -2.168 0.133 -0.207
H -1.8767 -0.8672 1.5232 1.322 -0.512 0.135
H -2.6178 -1.1406 -0.6756 0.822 0.448 0.479
H 0.5025 -1.3771 2.1980 0.375 0.601 -0.941
H -0.7314 -1.3396 -2.6918 -0.571 -0.201 0.100
H 1.1540 1.3103 -1.1572 0.544 -0.015 0.401
H 2.5638 2.0178 -0.0544 -1.457 -1.072 -1.006
H 1.1272 1.4438 0.5750 -2.752 0.166 3.109
```
Forces are in eV/Å.

E_tot in Eh: -611.1444
HOMO energy (spin up / spin down) in eV: -7.8 / -7.9
Energy relative to the best compared isomer or geometry (same formula, charge and spin) in kJ/mol: 373.0
LUMO (spin up / spin down) in Eh: -0.0041 / -0.0053

These are the natural (NBO) partial charges, in e, on atoms 1 to 8: number 1, C, carries -0.20; number 2, C, carries -0.35; number 3, C, carries -0.59; number 4, C, carries -0.22; number 5, C, carries -0.25; number 6, O, carries -0.80; number 7, P, carries 0.97; number 8, H, carries 0.22